19
Properties=species:S:1:pos:R:3:forces:R:3:lowdin_charge:R:1 method="wB97M-V/def2-TZVPD" total_charge=0 multiplicity=1 homo_energy_ev=-9.309 largest_force_ha_per_bohr=0.01066 e_above_lowest_kj_mol=166.97
C -2.140 -0.302 0.290 0.015 0.226 0.054 -0.090
C -0.770 0.242 0.845 -0.011 0.109 0.156 -0.148
C 0.539 0.289 0.016 -0.104 -0.018 -0.093 -0.410
C 1.042 1.642 -0.487 -0.103 -0.011 -0.055 -0.043
C 1.676 -0.681 0.334 0.092 -0.052 0.078 -0.039
C 0.801 -0.903 -0.858 0.268 0.202 -0.221 -0.327
O -0.105 -1.952 -0.810 0.038 -0.289 -0.123 -0.015
H -2.284 -1.374 0.086 0.219 0.216 0.211 0.072
H -2.466 0.210 -0.622 0.140 0.064 0.184 0.087
H -2.871 -0.117 1.080 -0.034 0.210 -0.132 0.077
H -0.572 -0.261 1.797 -0.045 0.000 -0.110 0.113
H -1.019 1.272 1.103 0.165 0.069 0.123 0.104
H 0.245 2.260 -0.914 0.013 -0.114 0.049 0.078
H 1.542 2.229 0.299 -0.277 -0.231 -0.038 0.085
H 1.796 1.494 -1.272 -0.192 -0.027 0.138 0.081
H 1.570 -1.380 1.162 -0.128 0.103 -0.194 0.113
H 2.699 -0.350 0.158 -0.282 0.097 0.110 0.105
H 1.188 -0.720 -1.858 0.092 -0.085 0.114 0.145
H -0.872 -1.596 -0.350 0.134 -0.469 -0.250 0.010